Record 1
53
Properties=species:S:1:pos:R:3:forces:R:3 method="wB97M-V/def2-TZVPD" e_homo_ev=-12.317 charge=+1 orbital_gap_ev=6.32
C 1.32126 -2.72119 0.54534 -0.1 -0.1 -0.3
Si 1.19776 -1.35195 1.79944 -0.4 0.2 0.5
C 2.76686 -1.20995 2.79854 0.2 0.1 -0.1
H 1.09071 -0.03553 0.97887 -0.1 -0.6 0.3
C -0.29590 -1.47286 2.95826 0.5 0.1 0.0
Ge -1.83299 -0.53361 2.18299 -0.5 -0.2 0.1
C -3.48408 -0.75736 3.21151 0.1 0.0 0.1
C -1.46622 1.38093 2.05401 0.2 0.3 0.0
C -2.16893 -1.29776 0.41497 -0.1 0.0 -0.3
H 1.43334 -3.68624 1.06272 0.0 0.2 -0.2
H 0.43676 -2.77771 -0.10682 0.2 0.0 0.2
H 2.20252 -2.56142 -0.09390 -0.2 -0.1 0.1
H 2.95496 -2.13981 3.35719 0.0 0.3 -0.2
H 3.62090 -1.02093 2.13491 0.0 -0.1 0.2
H 2.69739 -0.38198 3.51289 0.0 -0.2 -0.1
H -0.55452 -2.53227 3.14502 0.1 0.4 -0.1
H -0.03829 -1.01093 3.93488 -0.1 -0.3 -0.5
H -4.31272 -0.29006 2.65736 0.2 -0.2 0.2
H -3.70215 -1.82541 3.35148 0.0 0.3 0.0
H -3.38765 -0.27063 4.19228 -0.1 -0.2 -0.2
H -2.30407 1.87887 1.54612 0.2 -0.1 0.2
H -1.35816 1.81161 3.06102 -0.1 -0.1 -0.3
H -0.54875 1.59029 1.48576 -0.3 -0.1 0.2
H -3.04436 -0.80458 -0.03463 0.3 -0.2 0.1
H -1.31306 -1.16297 -0.25899 -0.2 -0.1 0.1
H -2.38299 -2.37384 0.50861 0.1 0.3 -0.1
F -4.61703 1.05947 -3.36242 0.8 0.5 1.1
C -4.14789 1.59032 -2.19495 -2.3 -0.1 -0.1
F -4.77632 2.79316 -2.03016 0.9 -1.1 -0.1
F -4.61056 0.76566 -1.18129 0.6 0.9 -1.1
C -2.65473 1.67962 -2.10546 0.4 0.0 0.0
C -2.06665 2.74513 -1.41953 0.2 0.0 0.0
C -0.74405 2.64372 -1.02184 0.4 -0.2 0.4
C 0.02333 1.48132 -1.30061 -0.8 -0.3 -0.1
C 1.31007 1.27268 -0.68532 0.7 0.9 -1.1
C 2.43025 0.71112 -1.37412 0.2 -0.3 0.0
C 3.61975 0.40039 -0.64880 -0.3 0.1 0.1
C 4.66692 -0.27105 -1.25906 -0.1 0.2 0.2
C 4.60024 -0.56443 -2.63071 -0.1 0.1 0.2
C 3.49076 -0.17424 -3.38778 -0.1 0.1 -0.2
C 2.41514 0.45547 -2.77678 0.0 -0.3 0.1
C -0.56285 0.50050 -2.15057 0.2 0.2 -0.1
C -1.87893 0.61927 -2.57731 0.1 -0.1 0.1
H -2.64197 3.63869 -1.17775 0.1 -0.3 0.0
H -0.27169 3.46006 -0.46674 -0.3 -0.3 -0.1
H 1.52828 1.79767 0.25100 -0.2 -0.2 -0.3
H 3.66067 0.69202 0.41001 0.0 -0.3 -0.5
H 5.53355 -0.56193 -0.66053 -0.2 0.1 -0.3
H 5.43932 -1.07282 -3.10806 -0.3 0.1 0.1
H 3.46478 -0.35763 -4.46821 0.1 0.1 0.5
H 1.55688 0.75741 -3.37596 0.4 0.0 0.2
H 0.01554 -0.37592 -2.45310 -0.3 0.2 0.3
H -2.31046 -0.12839 -3.24378 0.0 0.1 0.4


Record 2
54
Properties=species:S:1:pos:R:3:forces:R:3 method="wB97M-V/def2-TZVPD" e_homo_ev=-8.048 charge=0 orbital_gap_ev=7.20 smiles="CC[C@@H](I)[C@@H]1[C@@H]([PH2]=N)[NH2+]C[C@@H]1C(=O)[O-].c1ccccc1.c1ccccc1"
C -4.71224 1.29345 0.41900 0.2 0.2 0.0
C -4.01601 0.01770 -0.04810 -0.1 0.0 -0.1
C -2.51450 0.16517 -0.20499 0.2 -0.1 0.2
I -1.53245 0.55115 1.65377 0.0 0.0 0.1
C -1.81176 -0.93603 -1.02964 -0.8 0.4 -0.6
C -2.16523 -0.60559 -2.51250 -0.2 -0.2 -0.2
P -0.65218 -0.51387 -3.53520 0.4 0.4 0.2
N 0.21082 0.75085 -3.25360 -0.3 -0.3 -0.4
N -3.12052 -1.67092 -2.98934 -0.1 -0.1 0.0
C -2.94426 -2.90368 -2.11789 0.3 0.0 -0.1
C -2.17771 -2.44329 -0.88216 0.6 0.2 -0.1
C -2.88566 -3.03049 0.40401 0.6 0.5 0.1
O -2.68870 -2.43446 1.46101 0.0 0.3 0.2
O -3.46876 -4.08002 0.13803 -0.7 -0.8 -0.1
H -4.72568 1.36092 1.50405 0.0 0.0 0.0
H -4.19095 2.18009 0.04947 0.0 0.0 0.0
H -5.73436 1.34364 0.04900 -0.1 -0.1 0.1
H -4.43823 -0.24742 -1.03283 0.1 -0.1 0.0
H -4.23197 -0.80572 0.62503 0.0 -0.2 0.0
H -2.31599 1.09893 -0.73224 0.1 0.0 0.0
H -0.73705 -0.76906 -0.94834 0.0 -0.1 0.3
H -2.67690 0.34841 -2.63804 0.1 0.1 0.1
H -1.14952 -0.70512 -4.84301 0.0 -0.2 -0.1
H -0.04698 -1.73719 -3.19627 -0.1 -0.2 -0.1
H 0.28891 1.33268 -4.07975 0.1 0.3 0.2
H -2.98115 -1.90022 -3.97221 0.0 0.0 0.0
H -4.08045 -1.34125 -2.91184 0.0 0.1 0.1
H -3.90501 -3.33366 -1.85161 -0.1 0.1 0.0
H -2.38973 -3.62765 -2.70976 0.0 0.0 -0.1
H -1.22783 -2.98155 -0.90290 0.0 0.0 0.2
C 4.01088 0.61520 -3.30483 0.0 0.0 0.0
C 3.37807 0.34346 -2.09988 0.0 0.0 0.1
C 4.12944 -0.05514 -1.00180 0.0 0.0 0.0
C 5.50757 -0.18240 -1.10958 0.0 0.0 0.0
C 6.13730 0.08691 -2.31700 0.0 0.0 0.0
C 5.38868 0.48660 -3.41533 0.0 0.0 0.0
H 3.42468 0.93075 -4.15915 0.0 0.0 0.0
H 2.30330 0.44387 -2.02641 0.0 0.0 0.0
H 3.63909 -0.26529 -0.05963 0.0 0.0 0.0
H 6.09168 -0.49083 -0.25205 0.0 0.0 0.0
H 7.21168 -0.01405 -2.40181 0.0 0.0 0.0
H 5.88011 0.69894 -4.35639 0.0 0.0 0.0
C 1.51992 1.31262 6.75983 0.0 0.0 0.0
C 0.71540 1.09221 5.65049 0.0 0.0 0.0
C 1.02393 1.69829 4.44102 0.0 0.0 0.0
C 2.13411 2.52426 4.33863 0.0 0.0 0.0
C 2.93635 2.74690 5.44920 0.0 0.0 0.0
C 2.62931 2.14073 6.65950 0.0 0.0 0.0
H 1.28257 0.83747 7.70295 0.0 0.0 0.0
H -0.15063 0.44740 5.72671 0.0 0.0 0.0
H 0.39848 1.52596 3.57444 0.0 0.0 0.0
H 2.37330 2.99373 3.39304 0.0 0.0 0.0
H 3.80128 3.39313 5.37149 0.0 0.0 0.0
H 3.25555 2.31350 7.52539 0.0 0.0 0.0


Record 3
62
Properties=species:S:1:pos:R:3:forces:R:3 method="wB97M-V/def2-TZVPD" e_homo_ev=-0.330 charge=-2 de_lowest_kj_mol=0.0 orbital_gap_ev=4.00
Pd 0.94404 0.03511 0.19275 0.0 0.0 0.0
S -4.31069 -5.48873 1.75313 0.0 0.0 0.0
C -2.89299 -4.59105 1.87943 0.0 0.0 0.0
S -1.91943 -4.12881 0.55693 0.0 0.0 0.0
C -0.64510 -3.25054 1.38867 0.0 0.0 0.0
C -0.78400 -3.19552 2.74629 0.0 0.0 0.0
S 0.19778 -2.44979 3.95911 0.0 0.0 0.0
S -2.22738 -4.01638 3.34328 0.0 0.0 0.0
S 0.60305 -2.61489 0.35109 0.0 0.0 0.0
C 2.98311 -1.64269 -2.23698 0.0 0.0 0.0
N 1.70348 -1.92913 -2.82751 0.0 0.0 -0.1
C 1.25323 -3.30134 -2.90821 0.0 0.0 0.0
C -0.23551 -3.14087 -3.23423 0.0 0.0 0.0
N -0.52315 -1.73023 -2.99214 0.0 0.0 0.0
C -1.75881 -1.41631 -2.28855 0.0 0.0 0.1
C 0.64754 -1.05364 -2.68802 0.0 0.0 0.0
N 0.84073 0.18174 -2.38863 0.0 0.0 0.0
C -0.14476 1.19461 -2.70109 0.0 0.0 0.0
C -0.43570 2.11152 -1.51972 0.0 0.0 0.0
N -1.07331 1.36414 -0.45634 0.0 0.0 -0.1
C -1.30051 1.88349 0.69735 0.0 0.0 0.1
N -1.92347 1.17422 1.70158 0.0 0.0 0.0
C -1.91627 -0.27893 1.69246 0.0 0.0 0.0
C -1.65213 1.82021 2.97321 0.0 0.0 0.0
C -1.50484 3.26930 2.54858 0.0 0.0 0.0
N -1.00777 3.15837 1.18429 0.0 0.0 0.0
C -1.15105 4.35840 0.39295 0.0 0.0 0.0
H 3.77965 -2.09308 -2.83725 0.0 0.0 0.0
H 3.03630 -2.04100 -1.21592 0.0 0.0 0.0
H 3.11170 -0.56316 -2.20146 0.0 0.0 0.0
H 1.39044 -3.81246 -1.95086 0.0 0.0 0.0
H 1.79266 -3.83686 -3.69624 0.0 0.0 0.0
H -0.84706 -3.76111 -2.57699 0.0 0.0 0.0
H -0.45501 -3.41204 -4.27315 0.0 0.0 0.0
H -2.08154 -2.28694 -1.71467 0.0 0.0 0.0
H -2.55733 -1.13117 -2.98229 0.0 0.0 0.0
H -1.59874 -0.60856 -1.57757 0.0 0.0 0.0
H -1.08959 0.79708 -3.08729 0.0 0.0 0.0
H 0.27066 1.82701 -3.49933 0.0 0.0 0.0
H -1.07484 2.92419 -1.89415 0.0 0.0 0.0
H 0.51949 2.54389 -1.18761 0.0 0.0 0.0
H -2.78663 -0.64747 2.23959 0.0 0.0 0.0
H -1.01336 -0.66972 2.17103 0.0 0.0 0.0
H -1.94123 -0.63864 0.66651 -0.1 0.0 0.1
H -0.72503 1.43981 3.41346 0.0 0.0 0.0
H -2.47328 1.66146 3.67402 0.0 0.0 0.0
H -0.79960 3.82598 3.16736 0.0 0.0 0.0
H -2.47850 3.78434 2.55623 0.0 0.0 0.0
H -0.88215 5.20393 1.02667 0.0 0.0 0.0
H -2.18326 4.50398 0.03847 0.0 0.0 0.0
H -0.47911 4.36751 -0.45846 0.0 0.0 0.0
I 2.20661 4.76569 2.37671 0.0 0.0 0.0
C 2.39774 2.70821 1.81020 0.0 0.0 0.0
C 3.25088 2.42256 0.75275 0.0 0.0 0.0
C 3.39951 1.07563 0.43031 0.0 0.0 0.0
C 2.76469 0.07578 1.19610 0.0 0.0 0.0
C 1.80312 0.53087 2.15017 0.0 0.0 0.0
N 1.68312 1.85779 2.47956 0.0 0.0 0.0
H 3.75794 3.20372 0.20578 0.0 0.0 0.0
H 4.08382 0.78911 -0.36048 0.0 0.0 0.0
H 3.10475 -0.95291 1.20312 0.0 0.0 0.0
H 1.34706 -0.17576 2.83602 0.0 0.0 0.0


Record 4
50
Properties=species:S:1:pos:R:3:forces:R:3 method="wB97M-V/def2-TZVPD" e_homo_ev=-7.876 charge=0 de_lowest_kj_mol=60.5 orbital_gap_ev=8.51 smiles=CCCC[C@@H]1CNCCN1CCc1cccc2ccccc12
C -4.59556 -1.51149 -0.12872 0.0 0.1 -0.2
C -4.53285 -0.48767 -1.25519 0.0 0.1 0.2
C -3.68133 0.74072 -0.92574 0.1 -0.2 -0.3
C -2.17823 0.44908 -0.80921 -0.2 0.0 0.3
C -1.67684 0.34047 0.63974 0.0 0.1 -0.2
C -1.58121 1.75131 1.26854 -0.1 0.0 0.0
N -0.27155 2.34409 1.09768 0.0 0.2 -0.3
C 0.71304 1.58841 1.85291 0.0 -0.1 0.1
C 0.40448 0.07881 1.84941 0.1 0.1 0.1
N -0.34632 -0.26364 0.65465 -0.1 0.1 0.2
C -0.31872 -1.68372 0.36177 0.1 -0.1 -0.3
C 0.66248 -2.01738 -0.78206 -0.2 0.0 0.3
C 2.05342 -1.55976 -0.45391 0.1 -0.3 0.0
C 2.90588 -2.42770 0.18371 -0.2 0.1 -0.2
C 4.19147 -2.03955 0.58127 0.2 0.2 0.1
C 4.62410 -0.76613 0.34581 0.1 -0.2 0.1
C 3.78899 0.16135 -0.30997 -0.3 -0.1 -0.1
C 4.22146 1.48299 -0.55092 0.0 0.3 -0.1
C 3.41307 2.38388 -1.18269 0.3 0.0 0.2
C 2.13593 1.99352 -1.61042 -0.2 -0.2 -0.1
C 1.68728 0.72072 -1.39008 -0.1 0.2 -0.2
C 2.48826 -0.23424 -0.72747 0.4 0.0 0.1
H -3.61552 -1.93873 0.06760 0.1 -0.1 0.1
H -4.96022 -1.04917 0.78629 0.0 0.0 0.1
H -5.26977 -2.32321 -0.39404 0.0 -0.1 0.0
H -4.14285 -0.96472 -2.15771 0.0 0.0 -0.1
H -5.54875 -0.15080 -1.47661 0.0 0.0 -0.1
H -3.83871 1.47488 -1.71898 0.0 0.1 0.1
H -4.04672 1.18395 0.00277 -0.1 0.1 0.0
H -1.61175 1.24831 -1.29269 0.1 0.0 0.0
H -1.95326 -0.47241 -1.34708 0.1 -0.1 -0.1
H -2.39090 -0.26365 1.22938 0.0 0.0 0.0
H -1.78258 1.70879 2.34254 -0.1 0.0 0.0
H -2.32223 2.41144 0.81339 -0.1 -0.1 0.1
H -0.02613 2.30616 0.11235 0.1 0.0 0.1
H 0.70779 1.96002 2.88373 0.1 -0.1 0.0
H 1.69794 1.77868 1.42552 0.0 0.0 0.0
H 1.33820 -0.48418 1.84664 0.0 0.0 0.1
H -0.15585 -0.19923 2.76145 0.1 -0.1 0.0
H -1.31491 -2.02931 0.07052 0.0 0.0 0.1
H -0.02491 -2.25714 1.25209 -0.1 0.0 0.0
H 0.65852 -3.10108 -0.91929 0.0 0.0 -0.1
H 0.30837 -1.56041 -1.70495 -0.1 0.0 0.0
H 2.57834 -3.43735 0.39137 -0.1 -0.1 0.0
H 4.83050 -2.75412 1.07965 0.1 0.0 0.0
H 5.60940 -0.44976 0.65735 0.1 0.0 0.0
H 5.21092 1.76821 -0.22171 0.1 0.0 0.0
H 3.74961 3.39496 -1.35962 0.1 0.1 0.0
H 1.50829 2.71163 -2.11955 -0.1 0.0 -0.1
H 0.69991 0.44412 -1.71948 -0.1 0.0 0.0